12
Properties=species:S:1:pos:R:3:mulliken_charge:R:1 method="wB97M-V/def2-TZVPD" energy_ev=-10047.095 homo_lumo_gap_ev=9.367 charge=+1
C 0.818 0.295 0.086 0.446
N 1.713 1.187 0.069 -0.013
N 3.232 -1.180 -0.274 -0.335
N 3.058 1.074 0.149 -0.695
N 3.411 -0.101 -0.053 0.815
N 0.883 -1.062 0.287 -0.493
N -0.639 0.908 -0.085 -0.364
H 0.317 -1.762 -0.185 0.191
H 1.527 -1.446 0.971 0.332
H -1.092 0.423 -0.825 0.345
H -0.558 1.817 -0.445 0.353
H -1.140 1.108 0.908 0.418